ORCA calculation (ωB97M-V with the def2-TZVPD basis set) on a molecular structure, C49H72BrCrFN8O5PSb2.

Geometry as ORCA input:
```
! wB97M-V def2-TZVPD RIJCOSX def2/J DEFGRID3
* xyz 1 5
Cr 1.033 0.603 -0.298
C 1.245 -0.180 3.967
Sb 0.631 1.131 2.327
C 0.852 3.010 3.386
C -1.525 0.772 2.626
C -2.368 1.644 3.481
C -2.630 1.227 4.787
C -3.552 1.863 5.595
C -4.282 2.922 5.079
C -4.008 3.374 3.803
C -3.024 2.794 3.000
C -2.660 3.539 1.762
Sb -2.315 2.689 -0.256
C -4.477 2.658 -1.146
C -1.899 4.587 -1.242
H 0.692 0.068 4.865
H 2.303 -0.044 4.162
H 1.075 -1.223 3.710
H -0.009 3.160 4.029
H 0.925 3.819 2.666
H 1.750 2.965 3.991
H -1.549 -0.251 3.012
H -1.914 0.764 1.610
H -2.094 0.369 5.170
H -3.713 1.528 6.609
H -5.048 3.399 5.674
H -4.559 4.222 3.421
H -1.677 3.987 1.902
H -3.391 4.325 1.591
H -4.660 3.671 -1.456
H -5.151 2.370 -0.358
H -4.550 1.978 -1.985
H -2.654 5.317 -0.964
H -1.911 4.445 -2.321
H -0.917 4.922 -0.922
F -6.143 0.050 -0.037
C -5.239 -0.953 -0.249
C -3.898 -0.654 -0.160
C -2.915 -1.647 -0.365
C -1.516 -1.331 -0.360
O -1.090 -0.099 -0.329
C -0.645 -2.471 -0.364
C -1.135 -3.733 -0.500
N -2.457 -4.009 -0.667
C -2.892 -5.366 -0.770
C -3.383 -5.883 -2.096
C -2.080 -6.361 -1.538
C -3.375 -2.978 -0.569
C -4.729 -3.242 -0.680
C -5.692 -2.220 -0.560
N -7.050 -2.564 -0.781
C -7.682 -3.422 0.191
C -8.785 -4.199 -0.524
N -9.750 -3.216 -1.083
C -9.077 -2.279 -2.023
C -7.960 -1.559 -1.265
C 0.828 -2.363 -0.139
O 1.535 -3.363 -0.123
O 1.263 -1.174 0.059
H -3.604 0.348 0.103
H -0.452 -4.566 -0.470
H -3.397 -5.727 0.124
H -3.353 -5.200 -2.932
H -4.227 -6.556 -2.112
H -1.174 -6.032 -2.018
H -2.024 -7.366 -1.150
H -5.085 -4.237 -0.888
H -8.116 -2.856 1.036
H -6.942 -4.109 0.600
H -9.308 -4.873 0.153
H -8.357 -4.767 -1.350
H -10.125 -2.665 -0.301
H -10.527 -3.696 -1.550
H -9.808 -1.571 -2.414
H -8.646 -2.855 -2.844
H -8.399 -0.944 -0.459
H -7.434 -0.888 -1.944
O 0.424 2.194 -0.634
O -0.175 2.874 0.434
N 2.771 1.021 -0.148
P 4.299 0.777 -0.332
N 5.213 2.172 0.090
C 4.546 3.411 -0.301
C 3.781 4.032 0.861
C 4.734 4.428 1.996
C 6.046 3.650 1.877
C 5.758 2.218 1.449
N 4.891 -0.497 0.569
C 3.986 -1.005 1.599
C 4.383 -2.414 2.010
C 5.768 -2.416 2.672
C 6.590 -1.207 2.209
C 6.280 -0.904 0.744
N 4.600 0.413 -1.942
C 4.065 1.265 -2.984
C 5.146 2.157 -3.598
C 6.301 1.298 -4.108
C 6.810 0.398 -2.987
C 5.651 -0.440 -2.451
H 3.834 3.173 -1.091
H 5.286 4.117 -0.694
H 3.058 3.283 1.199
H 3.224 4.900 0.507
H 4.266 4.215 2.959
H 4.945 5.498 1.962
H 6.567 3.642 2.835
H 6.710 4.118 1.149
H 5.057 1.775 2.169
H 6.689 1.647 1.471
H 2.984 -1.019 1.172
H 3.981 -0.351 2.485
H 4.376 -3.046 1.121
H 3.632 -2.809 2.694
H 6.290 -3.340 2.414
H 5.670 -2.385 3.759
H 7.654 -1.419 2.318
H 6.360 -0.336 2.825
H 6.468 -1.828 0.177
H 6.940 -0.128 0.353
H 3.247 1.857 -2.563
H 3.646 0.623 -3.772
H 5.521 2.846 -2.840
H 4.720 2.736 -4.419
H 7.107 1.936 -4.476
H 5.952 0.676 -4.936
H 7.201 1.015 -2.174
H 7.605 -0.252 -3.354
H 5.976 -1.112 -1.665
H 5.226 -1.041 -3.266
Br 0.365 -0.743 -6.838
C 0.640 -0.348 -5.008
C 1.379 -1.206 -4.194
C 1.548 -0.876 -2.867
N 1.016 0.225 -2.306
C 0.322 1.049 -3.113
C 0.113 0.814 -4.449
H 1.810 -2.110 -4.596
H 2.140 -1.505 -2.214
H -0.065 1.944 -2.641
H -0.452 1.514 -5.042
*
```

Computed properties:
E_LUMO (spin up / spin down), eV: -3.3947 / -3.3948
<S²>: 6.0436
HOMO-LUMO gap (spin up / spin down), eV: 4.10 / 4.69
E_HOMO (spin up / spin down), eV: -7.491 / -8.080
ΔE to the lowest compared entry with this formula, charge and spin, kcal per mole: 49.1

---

ORCA calculation (ωB97M-V with the def2-TZVPD basis set) on 13 unconnected molecules or ions with the total composition C49H72F9IN15O4S.

Geometry as ORCA input:
```
! wB97M-V def2-TZVPD RIJCOSX def2/J DEFGRID3
* xyz 1 1
C 4.713 0.168 2.612
C 4.869 -1.122 2.742
C 5.273 -1.982 1.665
O 6.090 -2.880 1.871
O 4.817 -1.737 0.416
C 3.388 -1.826 0.243
C 3.155 -2.079 -1.209
C 2.557 -0.943 -1.964
C 3.381 0.317 -1.922
C 2.788 1.384 -1.021
C 2.267 2.541 -1.842
N 0.929 2.214 -2.382
N 1.007 1.733 -3.612
C -0.081 1.371 -4.156
I 0.067 0.589 -6.057
C -1.251 1.478 -3.502
O -2.350 1.059 -4.128
N -2.715 1.957 -5.281
O -3.643 1.588 -5.812
C -1.345 1.967 -2.322
C -2.638 2.085 -1.626
C -3.545 0.895 -1.745
C -2.879 -0.363 -1.239
C -3.420 -1.600 -1.941
C -3.630 -2.771 -1.044
F -3.065 -2.630 0.136
F -3.035 -3.828 -1.613
C -5.085 -3.241 -0.889
F -5.067 -4.489 -0.501
F -5.705 -3.213 -2.023
S -6.093 -2.307 0.442
F -5.176 -1.055 0.387
F -5.253 -2.958 1.542
F -7.087 -3.489 0.501
F -6.993 -1.659 -0.633
F -6.925 -1.605 1.520
C -0.198 2.365 -1.716
C -0.262 2.927 -0.380
C -1.020 4.254 -0.359
C -0.415 5.245 0.594
C -1.041 5.223 1.948
C -1.196 3.873 2.588
C 0.156 3.299 2.973
H 4.796 0.757 3.466
H 4.488 0.637 1.696
H 4.742 -1.580 3.686
H 3.012 -2.627 0.832
H 2.911 -0.932 0.586
H 2.545 -2.933 -1.275
H 4.092 -2.334 -1.638
H 1.558 -0.791 -1.598
H 2.453 -1.297 -2.959
H 4.348 0.061 -1.559
H 3.462 0.696 -2.906
H 1.956 0.927 -0.541
H 3.449 1.690 -0.245
H 2.894 2.648 -2.679
H 2.248 3.467 -1.332
H -3.112 2.979 -1.964
H -2.448 2.206 -0.598
H -3.968 0.773 -2.703
H -4.360 1.084 -1.091
H -1.844 -0.311 -1.451
H -3.048 -0.395 -0.193
H -4.315 -1.375 -2.471
H -2.716 -1.903 -2.664
H 0.670 3.042 0.100
H -0.795 2.220 0.207
H -2.018 4.096 -0.055
H -1.023 4.668 -1.345
H -0.620 6.209 0.201
H 0.651 5.166 0.629
H -0.498 5.854 2.601
H -2.003 5.670 1.855
H -1.749 4.021 3.479
H -1.754 3.205 1.972
H 0.379 2.391 2.454
H 0.209 3.095 4.014
H 0.924 3.994 2.755
C 5.792 0.579 6.898
C 4.598 1.018 6.217
N 3.649 1.367 5.688
H 6.615 1.250 6.666
H 5.623 0.583 7.964
H 6.044 -0.429 6.574
C 5.096 -5.953 -0.440
C 3.963 -5.457 -1.184
N 3.053 -5.059 -1.777
H 5.957 -5.314 -0.615
H 4.865 -5.952 0.623
H 5.327 -6.966 -0.757
C 0.163 -3.106 -8.984
C 0.155 -1.668 -8.884
N 0.148 -0.513 -8.804
H 1.184 -3.471 -9.036
H -0.318 -3.543 -8.119
H -0.370 -3.409 -9.884
C 9.171 -0.147 9.945
C 7.916 0.555 9.805
N 6.913 1.119 9.693
H 9.015 -1.212 9.798
H 9.880 0.217 9.206
H 9.574 0.021 10.940
C 0.854 -6.127 -4.314
C 0.802 -5.615 -5.663
N 0.761 -5.215 -6.747
H 1.218 -5.361 -3.636
H -0.140 -6.442 -4.004
H 1.529 -6.977 -4.270
C 3.735 -0.433 -9.888
C 4.933 -0.752 -9.147
N 5.884 -1.008 -8.542
H 2.940 -1.120 -9.614
H 3.418 0.581 -9.659
H 3.924 -0.513 -10.956
C -2.689 2.262 6.316
C -2.554 3.697 6.304
N -2.437 4.846 6.257
H -1.709 1.805 6.392
H -3.298 1.958 7.165
H -3.168 1.932 5.397
C -0.796 -7.806 -9.187
C -0.274 -6.982 -10.251
N 0.145 -6.301 -11.087
H -0.006 -8.021 -8.471
H -1.597 -7.273 -8.681
H -1.187 -8.739 -9.584
C -6.393 -3.900 4.508
C -5.719 -4.997 5.160
N -5.179 -5.874 5.684
H -5.761 -3.016 4.531
H -6.595 -4.166 3.474
H -7.330 -3.683 5.015
C -3.174 8.134 5.373
C -3.010 8.386 3.961
N -2.881 8.568 2.825
H -2.815 8.984 5.948
H -4.223 7.968 5.600
H -2.607 7.247 5.645
C -1.917 -6.536 5.695
C -0.700 -5.805 5.417
N 0.266 -5.210 5.196
H -1.979 -7.407 5.048
H -1.927 -6.861 6.731
H -2.778 -5.902 5.516
C -4.685 11.481 1.930
C -5.340 12.689 2.376
N -5.865 13.655 2.733
H -3.928 11.723 1.189
H -4.209 10.983 2.768
H -5.414 10.808 1.486
*
```

Computed properties:
E_LUMO, eV: -3.6764
HOMO-LUMO gap, eV: 8.30
E_HOMO, eV: -11.974
ΔE to the lowest compared entry with this formula, charge and spin, kcal per mole: 0.0

---

ORCA calculation (ωB97M-V with the def2-TZVPD basis set) on 15 unconnected molecules or ions with the total composition C49H75F4N18O7P2.

Geometry as ORCA input:
```
! wB97M-V def2-TZVPD RIJCOSX def2/J DEFGRID3
* xyz 1 1
C 3.607 -3.483 0.227
C 2.171 -3.607 0.856
N 1.538 -2.322 1.245
C 1.335 -1.412 0.100
C 0.156 -1.910 -0.853
C -1.072 -0.969 -0.834
C -1.873 -0.905 0.380
C -1.411 -1.755 1.595
O -0.963 -1.277 2.581
O -1.580 -3.133 1.520
C -3.068 -0.073 0.483
C -3.983 0.065 1.725
F -5.321 -0.127 1.420
F -3.715 -0.788 2.756
C -3.796 1.548 2.315
F -2.516 1.989 2.075
F -3.937 1.443 3.691
C -3.403 0.730 -0.687
P -4.900 1.933 -0.731
O -6.008 1.432 -1.890
O -4.370 3.495 -1.013
N -2.632 0.667 -1.862
P -3.192 1.671 -3.271
N -3.405 0.569 -4.606
O -2.015 2.750 -3.743
C -1.488 -0.118 -1.970
C -0.599 -0.188 -3.231
C 0.904 0.275 -3.007
C 1.135 1.279 -1.824
C 0.609 2.740 -2.078
N 1.385 3.806 -1.372
C 1.826 4.744 -2.454
C 0.420 4.486 -0.526
C -0.161 3.760 0.752
O 0.002 5.600 -0.755
C 2.329 -1.586 2.217
C 2.072 -1.650 3.751
O 3.217 -0.849 1.846
H 3.961 -4.506 -0.071
H 3.656 -2.840 -0.686
H 4.318 -3.059 0.982
H 1.490 -4.159 0.163
H 2.289 -4.233 1.783
H 2.259 -1.192 -0.488
H 0.980 -0.439 0.539
H -0.173 -2.898 -0.436
H 0.543 -2.119 -1.880
H -2.422 -3.329 1.065
H -4.594 2.238 1.956
H -6.422 2.241 -2.253
H -3.963 3.794 -0.142
H -4.049 -0.181 -4.351
H -3.797 1.105 -5.387
H -2.082 3.481 -3.092
H -0.561 -1.276 -3.524
H -0.999 0.349 -4.118
H 1.255 0.730 -3.973
H 1.552 -0.613 -2.829
H 2.251 1.366 -1.694
H 0.739 0.945 -0.836
H -0.455 2.773 -1.702
H 0.542 2.886 -3.185
H 2.428 4.178 -3.210
H 2.491 5.523 -2.005
H 0.965 5.196 -3.011
H 0.713 3.383 1.337
H -0.816 2.929 0.370
H -0.790 4.461 1.344
H 2.434 -0.673 4.172
H 0.996 -1.722 4.033
H 2.685 -2.440 4.264
C -0.228 1.798 4.895
C 0.688 1.187 5.887
N 1.398 0.718 6.664
H 0.159 1.638 3.889
H -1.215 1.344 4.973
H -0.314 2.869 5.078
C -3.772 3.108 7.361
C -2.989 3.864 6.357
N -2.383 4.449 5.579
H -4.241 2.245 6.891
H -3.115 2.766 8.160
H -4.545 3.748 7.785
C 0.260 -4.326 -5.682
C 1.052 -3.122 -5.339
N 1.666 -2.188 -5.073
H 0.118 -4.944 -4.795
H -0.711 -4.034 -6.065
H 0.782 -4.907 -6.441
C 7.061 -5.798 1.653
C 5.786 -5.368 2.269
N 4.799 -5.035 2.749
H 6.864 -6.296 0.703
H 7.697 -4.931 1.476
H 7.579 -6.489 2.317
C 4.161 1.315 8.375
C 4.928 2.523 8.760
N 5.520 3.458 9.058
H 3.985 0.693 9.252
H 3.203 1.605 7.946
H 4.721 0.740 7.638
C 2.362 6.691 2.200
C 3.170 6.200 1.061
N 3.795 5.820 0.178
H 2.061 5.854 2.828
H 2.948 7.390 2.795
H 1.471 7.197 1.829
C -5.857 6.214 2.258
C -4.796 5.368 1.678
N -3.972 4.711 1.228
H -6.718 5.600 2.517
H -5.487 6.709 3.156
H -6.162 6.967 1.536
C -3.462 -6.532 -5.191
C -2.723 -5.789 -6.240
N -2.158 -5.213 -7.059
H -3.962 -7.391 -5.633
H -2.775 -6.878 -4.417
H -4.208 -5.880 -4.740
C 7.632 -6.102 5.817
C 8.453 -6.638 4.709
N 9.087 -7.053 3.848
H 7.319 -6.915 6.472
H 8.213 -5.383 6.393
H 6.747 -5.606 5.416
C -6.852 7.713 -1.617
C -7.545 6.809 -0.674
N -8.082 6.113 0.063
H -6.776 8.704 -1.185
H -5.852 7.336 -1.822
H -7.410 7.772 -2.552
C -5.369 -6.129 -9.619
C -5.634 -6.543 -8.223
N -5.840 -6.864 -7.142
H -5.991 -5.272 -9.874
H -4.320 -5.855 -9.730
H -5.597 -6.950 -10.298
C -3.574 10.805 -1.922
C -4.280 9.894 -0.993
N -4.828 9.189 -0.273
H -3.497 11.797 -1.478
H -2.573 10.425 -2.122
H -4.123 10.876 -2.860
C 1.905 -8.222 -4.613
C 0.643 -7.812 -3.957
N -0.337 -7.487 -3.454
H 1.686 -8.701 -5.567
H 2.532 -7.349 -4.787
H 2.441 -8.925 -3.976
C 10.975 -6.123 0.879
C 10.390 -4.785 1.116
N 9.933 -3.749 1.301
H 11.825 -6.041 0.202
H 11.310 -6.552 1.823
H 10.228 -6.781 0.435
*
```

Computed properties:
E_LUMO, eV: -4.0843
HOMO-LUMO gap, eV: 6.73
E_HOMO, eV: -10.811